63
Properties=species:S:1:pos:R:3 method="wB97M-V/def2-TZVPD" total_charge=+3 orbital_gap_ev="5.290 / 4.238" homo_ev="-15.06 / -14.99" e_above_lowest_kj_mol=167.9 multiplicity=2 total_energy_ha=-1571.8447 lumo_ev="-9.7692 / -10.7528" s2=0.7596
Ir 1.07 -0.44 0.07
N 2.75 0.01 -1.09
C 3.94 0.44 -0.33
C 4.19 -0.60 0.74
N 2.93 -0.76 1.53
C 2.69 -2.14 2.00
C 2.46 -3.03 0.79
N 1.32 -2.47 -0.01
C 2.92 0.25 2.63
C 1.53 0.78 2.84
N 1.06 1.24 1.51
H 2.98 -0.81 -1.65
H 2.49 0.74 -1.76
H 3.74 1.42 0.10
H 4.80 0.55 -1.00
H 5.01 -0.30 1.40
H 4.47 -1.55 0.30
H 1.80 -2.13 2.63
H 3.52 -2.53 2.59
H 2.22 -4.05 1.11
H 3.32 -3.10 0.14
H 0.45 -2.81 0.39
H 1.35 -2.81 -0.97
H 3.56 1.08 2.32
H 3.36 -0.15 3.55
H 1.52 1.60 3.57
H 0.85 0.01 3.18
H 1.61 2.02 1.16
H 0.09 1.57 1.55
O -1.92 0.19 0.55
C -1.57 -0.68 1.33
O -0.35 -1.14 1.45
C -2.58 -1.27 2.31
N -3.97 -0.91 1.84
C -4.85 -0.69 3.07
C -3.93 -0.93 4.25
C -2.53 -0.64 3.71
H -2.50 -2.35 2.37
H -4.35 -1.62 1.22
H -3.86 -0.06 1.27
H -5.69 -1.37 3.01
H -5.22 0.33 3.01
H -4.00 -1.97 4.59
H -4.19 -0.30 5.10
H -1.73 -1.07 4.31
H -2.37 0.43 3.63
O 0.30 -0.60 -1.79
C 0.13 0.68 -2.04
O 0.51 1.44 -1.09
C -0.41 1.14 -3.28
C -0.12 0.42 -4.45
C -0.57 0.84 -5.69
C -1.34 1.99 -5.69
O -1.89 2.59 -6.75
C -2.60 3.74 -6.26
O -2.42 3.77 -4.84
C -1.65 2.70 -4.53
C -1.20 2.32 -3.30
H 0.47 -0.49 -4.37
H -0.34 0.32 -6.60
H -3.66 3.63 -6.49
H -2.17 4.64 -6.70
H -1.43 2.88 -2.41